A single C2H3ClSi molecule, computed with ωB97M-V/def2-TZVPD.

The total charge is 0. As for the LUMO energy (spin up / spin down): -0.025 / -0.081 Ha. The total energy is -22515.756 eV.

Geometry (Å):
C: -0.5636 -0.0724 -0.0244
C: -1.8036 0.6916 -0.0523
Si: 1.5016 0.1310 -0.0570
Cl: -3.1480 -0.4209 0.0270
H: -0.6389 -1.1062 -0.2918
H: 2.1152 0.3683 1.4055
H: 2.5373 0.4085 -1.0071

Atomic partial charges in e from the Löwdin method, atoms 1 to 5:
1. C -0.439
2. C -0.445
3. Si 0.680
4. Cl 0.530
5. H -0.036